<w>
Entry from the Open Molecules 2025 dataset: an isolated ion of composition C2H3N2S and charge +1 (ωB97M-V with the def2-TZVPD basis set).

As for the net charge: +1.

XYZ file:
```
8
Properties=species:S:1:pos:R:3:mulliken_charge:R:1
C 0.58 -1.09 0.05 -0.1769
C 0.84 0.18 -0.01 0.0169
N -1.68 -1.04 -0.04 -0.2464
N -0.27 1.07 0.09 -0.2279
S -1.80 0.41 0.03 0.4955
H 1.73 0.57 -0.25 0.4298
H 0.68 -2.12 0.36 0.3896
H -0.09 2.02 -0.23 0.3194
```

<x>
Entry from the Open Molecules 2025 dataset: an isolated ion of composition C2H3N2S and charge +1 (ωB97M-V with the def2-TZVPD basis set).

The SMILES is C1#[N+]SNC1. As for the net charge: +1.

XYZ file:
```
8
Properties=species:S:1:pos:R:3:mulliken_charge:R:1
C -0.74 0.34 1.21 -0.0401
N -1.71 0.33 0.22 -0.1402
S -1.28 0.05 -1.23 0.4803
N 0.30 -0.26 -0.89 -0.1715
C 0.53 0.03 0.51 -0.1303
H 0.82 -0.93 -1.43 0.3253
H 0.80 1.11 0.54 0.2821
H 1.28 -0.67 1.06 0.3944
```

Relative energies with respect to the most stable structure, expressed in kcal/mol: <w> 0.0; <x> 14.8.

<w>
Entry from the Open Molecules 2025 dataset: a 2-piece molecular cluster, C8H12N2O overall (ωB97M-V with the def2-TZVPD basis set).

The SMILES is CNC(C)=O.c1ccncc1. As for the net charge: 0.

XYZ file:
```
23
Properties=species:S:1:pos:R:3:mulliken_charge:R:1
C 0.09 -1.35 -4.29 -0.8362
N 0.46 -0.57 -3.14 -0.1989
C -0.40 0.22 -2.41 0.6213
C 0.24 0.98 -1.31 -0.6794
O -1.54 0.39 -2.74 -0.6114
H -0.89 -1.00 -4.64 0.3012
H 0.77 -1.12 -5.17 0.2944
H 0.01 -2.44 -4.12 0.2706
H 1.45 -0.59 -2.81 0.2245
H 1.30 0.72 -1.14 0.2582
H -0.30 0.79 -0.34 0.0896
H 0.07 2.04 -1.53 0.2678
C -0.02 1.34 2.61 -0.4226
C 0.89 0.36 2.28 -0.0746
C 0.84 -0.93 2.90 -0.3137
N -0.04 -1.32 3.71 -0.5397
C -1.05 -0.46 3.99 -0.1238
C -1.09 0.76 3.34 -0.0506
H -0.20 2.36 2.13 0.3342
H 1.73 0.86 1.69 0.3320
H 1.63 -1.61 2.68 0.3829
H -1.85 -0.72 4.80 0.2596
H -2.12 1.29 3.52 0.2145
```

<x>
Entry from the Open Molecules 2025 dataset: a 2-piece molecular cluster, C8H12N2O overall (ωB97M-V with the def2-TZVPD basis set).

The SMILES is CNC(C)=O.c1ccncc1. As for the net charge: 0.

XYZ file:
```
23
Properties=species:S:1:pos:R:3:mulliken_charge:R:1
C 2.48 -1.55 -0.13 -0.7832
N 2.12 -0.12 -0.10 -0.2338
C 0.86 0.42 -0.14 0.7988
C 0.88 1.95 -0.19 -1.3539
O -0.13 -0.31 -0.28 -0.4440
H 1.52 -2.05 -0.53 0.2466
H 3.23 -1.67 -0.91 0.3264
H 2.77 -1.96 0.87 0.2589
H 2.87 0.59 0.13 0.1979
H 1.89 2.26 -0.29 0.4196
H 0.55 2.38 0.81 0.2417
H 0.26 2.32 -0.95 0.3603
C -1.58 0.57 1.02 -0.9188
C -1.40 -0.71 1.34 -0.2382
C -1.53 -1.63 0.27 -0.4514
N -1.75 -1.39 -1.06 -0.5944
C -1.94 -0.11 -1.30 -0.1372
C -1.93 0.88 -0.30 0.1583
H -1.65 1.38 1.66 0.5991
H -1.60 -0.85 2.43 0.4077
H -1.29 -2.56 0.62 0.4655
H -2.28 0.32 -2.30 0.2820
H -2.37 1.85 -0.65 0.3920
```

Relative energies with respect to the most stable structure, expressed in kcal/mol: <w> 0.0; <x> 104.6.

<w>
Entry from the Open Molecules 2025 dataset: an isolated molecule of C21H24N2O3S (ωB97M-V with the def2-TZVPD basis set).

The SMILES is Cc1ccc(CCNC(=O)C2=CCN(S(=O)(=O)c3ccccc3)CC2)cc1. As for the net charge: 0.

XYZ file:
```
51
Properties=species:S:1:pos:R:3:mulliken_charge:R:1
C -1.24 -1.50 -2.45 -1.5336
C -0.01 -1.83 -1.66 1.0509
C 0.17 -3.09 -1.10 -0.7735
C 1.30 -3.39 -0.36 -0.6192
C 2.29 -2.43 -0.16 0.7937
C 3.45 -2.70 0.75 -1.2787
C 2.97 -2.71 2.22 -0.8392
N 1.99 -1.67 2.43 -0.1720
C 0.66 -2.00 2.39 -0.2150
O 0.27 -3.12 2.65 -0.6943
C -0.27 -0.91 1.98 1.1950
C -1.49 -1.27 1.60 -0.6757
C -2.48 -0.32 1.02 -1.1312
N -1.81 0.90 0.60 0.5707
S -2.83 2.00 -0.15 1.2771
O -3.59 1.27 -1.12 -0.7112
O -3.54 2.80 0.82 -0.7284
C -1.63 3.03 -0.99 -0.3389
C -0.94 2.50 -2.06 -0.3158
C 0.00 3.28 -2.71 -0.6426
C 0.25 4.57 -2.28 -0.4126
C -0.45 5.10 -1.21 -0.6153
C -1.40 4.32 -0.56 -0.0902
C -0.99 1.44 1.66 -1.1684
C 0.20 0.51 1.87 -0.5897
C 2.11 -1.18 -0.73 -0.5961
C 0.98 -0.88 -1.47 -0.0861
H -1.83 -0.73 -1.94 0.1989
H -1.87 -2.38 -2.58 0.3545
H -0.97 -1.12 -3.43 0.4216
H -0.58 -3.85 -1.24 0.3577
H 1.41 -4.37 0.07 0.3846
H 3.91 -3.67 0.53 0.3965
H 4.21 -1.93 0.62 0.3187
H 3.82 -2.56 2.90 0.3652
H 2.48 -3.65 2.46 0.4394
H 2.25 -0.76 2.11 0.3265
H -1.80 -2.30 1.69 0.4401
H -2.97 -0.75 0.14 0.5001
H -3.27 -0.10 1.77 0.3995
H -1.17 1.50 -2.38 0.5475
H 0.55 2.87 -3.55 0.4404
H 0.98 5.18 -2.79 0.3867
H -0.27 6.11 -0.88 0.4083
H -1.97 4.70 0.28 0.4956
H -0.66 2.44 1.35 0.5006
H -1.57 1.55 2.58 0.2892
H 0.73 0.81 2.78 0.5157
H 0.87 0.61 1.01 0.1812
H 2.88 -0.42 -0.59 0.3341
H 0.87 0.11 -1.90 0.3378
```

<x>
Entry from the Open Molecules 2025 dataset: an isolated molecule of C21H24N2O3S (ωB97M-V with the def2-TZVPD basis set).

The SMILES is CCCCN(Cc1cc2ccccc2[nH]c1=O)S(=O)(=O)c1ccc(C)cc1. As for the net charge: 0.

XYZ file:
```
51
Properties=species:S:1:pos:R:3:mulliken_charge:R:1
C 3.90 -0.72 -5.54 -1.3193
C 3.28 -1.47 -4.37 -0.3964
C 2.43 -0.55 -3.49 -0.0478
C 1.80 -1.30 -2.32 -1.4664
N 0.91 -0.49 -1.51 0.5438
C 1.48 0.62 -0.79 -1.4427
C 0.94 0.69 0.61 0.2393
C 0.59 -0.41 1.31 0.0203
C 0.01 -0.33 2.62 0.9203
C -0.39 -1.45 3.35 -0.5359
C -0.97 -1.31 4.59 -0.6526
C -1.14 -0.04 5.13 -0.6856
C -0.75 1.08 4.44 -0.6975
C -0.17 0.95 3.17 -0.1213
N 0.22 2.04 2.45 0.0986
C 0.77 2.02 1.19 -0.1113
O 1.07 3.07 0.64 -0.7273
S -0.52 -0.06 -2.30 1.5211
O -0.95 -1.22 -3.04 -0.7904
O -0.38 1.18 -3.01 -0.7128
C -1.60 0.17 -0.90 -0.0224
C -1.88 1.45 -0.45 -0.3216
C -2.64 1.60 0.70 -0.8108
C -3.13 0.49 1.39 1.0620
C -3.94 0.65 2.63 -1.5996
C -2.85 -0.78 0.89 -0.6228
C -2.09 -0.94 -0.25 -0.6631
H 4.49 -1.39 -6.15 0.3984
H 4.54 0.08 -5.18 0.3295
H 3.12 -0.28 -6.16 0.3305
H 2.65 -2.28 -4.75 0.3112
H 4.07 -1.92 -3.76 0.3112
H 1.62 -0.12 -4.09 0.3478
H 3.05 0.27 -3.12 0.2744
H 1.19 -2.12 -2.70 0.4537
H 2.57 -1.71 -1.66 0.3975
H 2.57 0.51 -0.74 0.5948
H 1.27 1.57 -1.29 0.5178
H 0.72 -1.39 0.87 0.3624
H -0.25 -2.43 2.92 0.4662
H -1.28 -2.18 5.15 0.3946
H -1.59 0.07 6.11 0.3895
H -0.89 2.07 4.86 0.4050
H 0.09 2.96 2.86 0.2193
H -1.49 2.29 -0.99 0.4985
H -2.86 2.59 1.06 0.3609
H -3.93 1.68 2.98 0.3443
H -3.56 0.01 3.42 0.3092
H -4.98 0.36 2.44 0.4154
H -3.23 -1.64 1.42 0.4044
H -1.86 -1.92 -0.65 0.5056
```

Relative energies with respect to the most stable structure, expressed in kcal/mol: <w> 15.3; <x> 0.0.